i:
{"formula": "CH9N2O2", "method": "ωB97M-V/def2-TZVPD", "symbols": ["N", "C", "N", "H", "H", "H", "H", "H", "H", "H", "O", "H", "H", "O"], "positions_angstrom": [[1.51577, -0.02350, 0.50341], [1.07856, -0.54257, -0.72442], [-0.07852, -0.11647, -1.32167], [1.06270, 0.75304, 0.95608], [2.47888, -0.03959, 0.72248], [1.44730, -1.54315, -0.84110], [-0.39388, -0.69195, -2.05871], [-0.33335, 0.85335, -1.26962], [-0.58138, 2.83404, 1.46684], [-1.87240, 2.27393, 0.62086], [-0.94257, 2.27934, 0.77718], [-0.54443, -1.47164, 1.05850], [-1.82241, -2.15657, 0.69604], [-0.96474, -1.92317, 0.31960]], "lowdin_charge": [0.0146, -0.3562, 0.0244, 0.0447, 0.0508, 0.0804, 0.0682, 0.0635, 0.0404, 0.0286, -0.0411, 0.0232, 0.0384, -0.0799], "multiplicity": 2, "orbital_gap_ha": [0.188, 0.339], "total_charge": 0}



ii:
{"formula": "CH9N2O2", "method": "ωB97M-V/def2-TZVPD", "symbols": ["N", "C", "N", "H", "H", "H", "H", "H", "H", "H", "O", "H", "H", "O"], "positions_angstrom": [[-1.71144, 0.39218, 0.02371], [-1.14964, -0.73820, -0.34172], [-0.19200, -0.96878, -1.20960], [-1.64157, 1.14810, -0.54436], [-1.89567, 0.54923, 0.98223], [-1.48287, -1.78938, 0.17961], [0.10344, -1.99321, -1.33835], [0.53819, -0.28638, -1.47145], [3.15385, 0.39737, -1.90028], [2.18599, 0.28146, -3.06469], [2.17860, 0.41009, -2.12812], [0.53454, 1.38509, 3.82679], [-0.42645, 0.16948, 3.65647], [-0.19497, 1.04294, 3.32976]], "lowdin_charge": [0.0461, -0.4664, -0.0068, 0.0410, 0.0634, 0.1257, 0.1149, 0.0378, 0.0865, 0.0292, -0.0717, 0.0186, 0.0344, -0.0526], "multiplicity": 2, "orbital_gap_ha": [0.160, 0.341], "total_charge": 0}



Bottom line: i, by a margin of 0.630 eV.



i:
{"formula": "CH3N4P", "method": "ωB97M-V/def2-TZVPD", "symbols": ["C", "N", "N", "N", "N", "P", "H", "H", "H"], "positions_angstrom": [[-0.76167, 1.25269, 0.09875], [-1.82336, 0.42877, 0.09865], [-1.71797, -0.81716, 0.04543], [-0.42681, -1.08477, -0.21880], [1.91589, -0.50395, 0.28113], [0.60761, 0.22521, -0.17004], [-0.72927, 2.17125, -0.31962], [0.24457, -1.78617, -0.14944], [2.69101, 0.11412, 0.33394]], "lowdin_charge": [-0.2826, -0.1089, -0.0495, -0.1684, -0.2215, 0.8199, 0.0017, 0.0583, -0.0490], "orbital_gap_ha": 0.293, "total_charge": 0}



ii:
{"formula": "CH3N4P", "method": "ωB97M-V/def2-TZVPD", "symbols": ["C", "N", "N", "N", "N", "P", "H", "H", "H"], "positions_angstrom": [[-0.77285, -0.22752, -1.09141], [-0.18017, -1.20597, -1.71551], [0.83088, -1.82900, -1.00567], [1.07445, -1.29363, 0.14955], [0.35727, 1.23905, 1.10679], [-0.15445, -0.24875, 0.58672], [-1.65711, 0.35152, -1.21198], [-0.48780, 1.88757, 1.20924], [0.98978, 1.32674, 1.97226]], "lowdin_charge": [-0.3071, -0.0785, -0.1134, -0.2396, -0.2402, 0.7762, 0.0426, 0.0728, 0.0871], "orbital_gap_ha": 0.299, "smiles": "NP1=CN=NN=1", "total_charge": 0}



Bottom line: ii, by a margin of 1.033 eV.



i:
{"formula": "C3H9NO2S", "method": "ωB97M-V/def2-TZVPD", "symbols": ["O", "C", "C", "C", "S", "N", "H", "H", "H", "H", "H", "H", "H", "H", "H", "O"], "positions_angstrom": [[-0.64883, -2.36032, 1.83702], [-1.11083, -1.63893, 0.96972], [-0.75100, -0.15542, 1.10325], [0.43369, 0.11905, 2.09869], [2.01062, -0.39271, 1.44371], [-2.08199, 0.46584, 1.54078], [-1.68443, -1.98894, 0.15672], [-0.45245, 0.21657, 0.10818], [0.60670, 1.26164, 2.43652], [0.13779, -0.33711, 3.03847], [1.77552, -1.67639, 1.04360], [-2.50845, 0.65827, 0.63155], [-1.77053, 1.41596, 1.91595], [1.56975, 2.04656, -6.32879], [2.68935, 1.06086, -6.11795], [1.78508, 1.30507, -5.87743]], "lowdin_charge": [0.0306, -0.2056, -0.4195, -0.5767, 0.7031, 0.0224, 0.1093, 0.1202, 0.1208, 0.0646, -0.1253, 0.0637, 0.0924, -0.0340, 0.0483, -0.0144], "orbital_gap_ha": 0.360, "smiles": "N[C@H](C=O)CS.O", "total_charge": 0}



ii:
{"formula": "C3H9NO2S", "method": "ωB97M-V/def2-TZVPD", "symbols": ["O", "C", "N", "C", "C", "S", "H", "H", "H", "H", "H", "H", "H", "H", "H", "O"], "positions_angstrom": [[0.52847, -0.59579, -2.26167], [-0.24719, -0.02970, -1.51724], [-0.67578, -0.55776, -0.35347], [-1.26281, 0.16378, 0.74878], [-0.31843, 1.12871, 1.45957], [-0.10013, 2.71829, 0.61090], [-0.64599, 0.96910, -1.74243], [-0.47726, -1.54408, -0.27841], [-2.04307, 0.80916, 0.34549], [-1.79248, -0.52716, 1.40005], [-0.79502, 1.36378, 2.41501], [0.65318, 0.74213, 1.73493], [1.18213, 2.56016, 0.26582], [1.86029, -1.71626, -1.33265], [2.16761, -3.17751, -0.93040], [1.96647, -2.30681, -0.56427]], "lowdin_charge": [-0.0026, -0.3626, 0.0281, -0.2635, -0.5418, 0.7103, 0.1188, 0.1345, 0.1017, 0.1212, 0.0621, 0.0743, -0.1399, 0.0065, 0.0361, -0.0834], "orbital_gap_ha": 0.373, "smiles": "O=CNCCS.O", "total_charge": 0}



Bottom line: ii, by a margin of 1.663 eV.